Below is a cluster of 3 separate species, C4H13NO3 in total, with properties calculated with ωB97M-V/def2-TZVPD.

```
21
Properties=species:S:1:pos:R:3:lowdin_charge:R:1
N -0.65988 0.01769 1.64701 -0.02
C 0.33873 -1.04236 1.87401 -0.25
C 1.06569 -1.63467 0.57669 -0.12
C 1.34141 -0.37671 -0.36000 -0.15
C 0.52516 -0.24292 -1.62084 -0.21
O -0.26872 0.65157 -1.89131 -0.01
H -0.13036 0.91971 1.51084 0.04
H -1.25816 -0.06476 0.84398 0.06
H -0.31513 -1.90471 2.16704 0.11
H 0.89295 -0.70952 2.68658 0.08
H 1.95802 -2.19329 0.67341 0.08
H 0.31692 -2.26900 0.13443 0.09
H 2.36854 -0.48901 -0.62258 0.10
H 1.18530 0.54316 0.23906 0.10
H 0.78602 -0.94935 -2.40119 0.12
O -2.57067 0.28255 -2.50101 -0.11
H -2.24562 0.99486 -1.93814 0.01
H -1.86464 0.21424 -3.22273 0.07
O -0.24598 2.83822 0.88343 0.01
H -0.89264 2.50834 1.37551 -0.04
H -0.32694 2.90597 -0.05419 0.04
```

Its net charge is 0. The value obtained for the HOMO energy is -9.46 eV. As for the structure (SMILES): NCCCC=O.O.O. As for the largest force on an atom: 6.48 eV/Å. The electronic energy comes out at -440.60695 a.u.

***

Below is a cluster of 2 separate species, C4H13NO3 in total, with properties calculated with ωB97M-V/def2-TZVPD.

```
21
Properties=species:S:1:pos:R:3:lowdin_charge:R:1
C -0.81679 -2.30792 0.98822 -0.03
C -0.37871 -1.02098 0.25937 -0.38
O -1.40271 -0.57404 -0.64417 -0.03
C -0.09589 0.09932 1.24147 -0.19
N 0.73321 1.21322 0.77242 -0.04
C 0.10940 2.19430 -0.05856 -0.29
O -0.11406 1.82649 -1.40215 -0.06
H -1.14032 -2.04947 1.99001 0.08
H -0.02882 -3.05440 1.06200 0.08
H -1.63474 -2.75564 0.42264 0.08
H 0.51753 -1.23673 -0.32005 0.13
H -2.16503 -1.07100 -0.53598 0.05
H 0.44534 -0.25631 2.12925 0.12
H -0.99072 0.54576 1.68096 0.13
H 1.61860 0.88705 0.46991 0.09
H -0.84528 2.47880 0.38161 0.12
H 0.75834 3.04839 -0.06601 0.11
H -0.90736 1.29891 -1.53952 0.07
O 2.48522 0.10014 -2.18633 -0.06
H 1.72542 0.26628 -1.61314 -0.02
H 2.12736 0.36786 -3.03194 0.03
```

Its net charge is 0. The value obtained for the HOMO energy is -9.13 eV. As for the structure (SMILES): C[C@@H](O)CNCO.O. As for the largest force on an atom: 2.80 eV/Å. The electronic energy comes out at -440.65715 a.u.

***

Below is a cluster of 4 separate species, C4H13NO3 in total, with properties calculated with ωB97M-V/def2-TZVPD.

```
21
Properties=species:S:1:pos:R:3:lowdin_charge:R:1
C -0.25174 -1.52196 -0.56802 -0.06
N -0.31263 -0.13979 -1.15200 -0.09
C 3.83011 0.64328 1.47606 -0.06
C -1.41279 0.46655 -0.61782 0.01
C -2.52968 0.87259 -1.42428 -0.20
O -3.52705 1.47312 -1.06092 0.08
H -0.21236 -1.37100 0.51486 0.09
H 0.55531 -2.18750 -0.86341 0.09
H -1.23535 -1.95797 -0.75946 0.08
H 0.59312 0.34760 -0.92239 0.12
H 3.09339 0.81212 2.26010 0.01
H 4.40004 1.54658 1.30068 0.00
H 4.50853 -0.15937 1.79333 0.01
H -1.42229 0.66634 0.46008 0.15
H -2.42447 0.63430 -2.49433 0.14
H 3.28637 0.27675 0.54968 -0.03
H 2.86298 -0.30001 -1.60898 -0.03
O 2.45479 -0.42625 -0.73795 -0.27
H -3.83169 0.46641 0.61581 -0.02
H -4.64604 -0.24348 1.73443 0.04
O -3.77856 0.10169 1.50453 -0.06
```

Its net charge is 0. The value obtained for the HOMO energy is -8.41 eV. As for the largest force on an atom: 2.95 eV/Å. The electronic energy comes out at -440.42182 a.u.

***

Below is a cluster of 4 separate species, C4H13NO3 in total, with properties calculated with ωB97M-V/def2-TZVPD.

```
21
Properties=species:S:1:pos:R:3:lowdin_charge:R:1
C -1.41122 0.28568 0.07473 -0.30
N -0.40151 0.51742 -0.68104 0.22
C 0.84882 0.02765 -0.19349 -0.25
C 1.50603 1.16499 0.54053 -0.03
C -3.18255 -0.25181 -2.66774 -0.06
O -2.56043 0.86695 0.15057 0.10
H -1.29829 -0.48453 0.78187 0.13
H 1.46362 -0.25987 -1.05068 0.14
H 0.73740 -0.93985 0.39442 0.14
H 1.08283 1.01159 1.50288 0.06
H 2.53908 0.97348 0.61480 0.06
H 1.31642 2.16822 0.17149 0.11
H -3.87222 -0.47024 -1.81605 0.04
H -2.72617 0.75558 -2.53054 0.02
H -3.55652 -0.34077 -3.65209 0.00
H -2.32135 -0.92252 -2.60143 0.01
H 1.41024 -1.09311 3.55265 0.01
O 1.28964 -0.54329 2.80625 -0.10
H 2.13490 -0.63659 2.27861 -0.03
H 3.85562 -1.24450 1.21757 0.01
O 3.14568 -0.58448 1.10670 -0.26
```

Its net charge is 0. The value obtained for the HOMO energy is -9.29 eV. As for the largest force on an atom: 7.85 eV/Å. The electronic energy comes out at -440.37198 a.u.

***

Below is a cluster of 2 separate species, C4H13NOS in total, with properties calculated with ωB97M-V/def2-TZVPD.

```
20
Properties=species:S:1:pos:R:3:lowdin_charge:R:1
C -0.11350 -1.38593 -0.00262 -0.29
C -1.32986 -1.02200 0.84627 -0.56
S -2.48152 0.22908 0.12196 0.65
C 0.46438 -0.19531 -0.82426 -0.33
N 0.57232 1.09213 -0.01566 -0.17
C 1.12000 2.21377 -0.71968 -0.27
H -0.45919 -2.05252 -0.73279 0.07
H 0.69097 -1.89224 0.58139 0.09
H -1.79022 -1.94269 1.04664 0.04
H -1.01781 -0.64066 1.79554 0.04
H -1.61868 1.00693 -0.54497 -0.17
H -0.08403 -0.01696 -1.70851 0.07
H 1.47544 -0.60495 -1.15557 0.06
H 0.92312 0.83708 0.88163 0.06
H 2.07115 2.60833 -0.30889 0.04
H 1.49458 1.74593 -1.69790 0.07
H 0.44067 3.04322 -0.99370 0.05
H 2.78442 -0.45438 0.09873 -0.05
H 4.12955 -1.17301 0.28119 -0.06
O 3.22650 -1.17969 0.60215 -0.34
```

Its expectation value of S² is 0.750. Its net charge is -1. The value obtained for the HOMO energy (alpha / beta) is 0.96 / -5.36 eV. As for the multiplicity: 2. As for the largest force on an atom: 3.00 eV/Å. The electronic energy comes out at -688.29639 a.u.

***

Below is a cluster of 2 separate species, C4H13NOS in total, with properties calculated with ωB97M-V/def2-TZVPD.

```
20
Properties=species:S:1:pos:R:3:lowdin_charge:R:1
C 1.51219 -1.91982 0.54450 -0.09
N 0.77387 -0.77371 -0.03072 -0.15
C 0.28516 0.10998 0.99572 -0.31
C -0.51956 1.26108 0.34339 -0.32
C -1.64595 0.67897 -0.49273 -0.55
S -2.73324 -0.12896 0.72401 0.73
H 2.34314 -1.58478 1.16276 0.08
H 0.77962 -2.56422 1.07550 0.09
H 1.86373 -2.42307 -0.32257 0.06
H -0.01320 -1.24349 -0.41290 0.08
H -0.40140 -0.40272 1.71793 0.08
H 1.10739 0.60649 1.59296 0.14
H -0.84181 1.98049 1.14388 0.12
H 0.26265 1.76319 -0.26243 0.09
H -2.17540 1.51819 -1.11006 0.11
H -1.16343 0.05329 -1.30588 0.08
H -3.59121 0.83117 0.88221 -0.17
O 1.23085 1.08315 -2.11938 -0.02
H 1.67485 0.57816 -2.76622 0.02
H 1.25172 0.57659 -1.35996 -0.07
```

Its net charge is 0. The value obtained for the HOMO energy is -9.01 eV. As for the structure (SMILES): CNCCCS.O. As for the largest force on an atom: 3.58 eV/Å. The electronic energy comes out at -688.33891 a.u.

***

Below is a cluster of 2 separate species, C4H13NOS in total, with properties calculated with ωB97M-V/def2-TZVPD.

```
20
Properties=species:S:1:pos:R:3:lowdin_charge:R:1
C -1.35329 -1.28703 -2.34432 -0.41
S -1.16429 0.52407 -2.26238 0.79
C -0.92759 0.67189 -0.45051 -0.51
C 0.51171 1.09788 -0.13813 -0.30
C 0.82349 1.38816 1.31500 -0.27
N 0.51772 0.24768 2.20069 -0.02
H -2.23943 -1.55816 -1.76564 0.03
H -0.48594 -1.76676 -1.89683 0.02
H -1.49096 -1.63080 -3.35811 0.02
H -1.37341 -0.08303 0.19028 0.08
H -1.52132 1.57972 -0.29928 0.06
H 0.75758 2.00064 -0.70825 0.10
H 1.20611 0.34319 -0.53307 0.09
H 1.87956 1.60133 1.40961 0.11
H 0.15998 2.18678 1.67096 0.11
H 0.85035 0.39514 3.14150 0.07
H -0.47646 0.10569 2.26845 0.06
O 1.23067 -2.04342 0.21172 -0.08
H 1.00183 -1.37775 0.88338 -0.01
H 2.09367 -2.39523 0.46491 0.04
```

Its net charge is 0. The value obtained for the HOMO energy is -8.28 eV. As for the structure (SMILES): CSCCCN.O. As for the largest force on an atom: 2.28 eV/Å. The electronic energy comes out at -688.36960 a.u.

***

Below is a cluster of 2 separate species, C4H13NOS in total, with properties calculated with ωB97M-V/def2-TZVPD.

```
20
Properties=species:S:1:pos:R:3:lowdin_charge:R:1
C 3.11331 -0.44158 -1.78742 -0.45
S 1.39598 -0.88613 -2.03936 0.79
C 0.52749 0.40761 -1.10185 -0.52
C -0.97816 0.37106 -1.39668 -0.28
C -1.69217 1.47808 -0.61090 -0.28
N -1.96844 1.00197 0.72624 -0.02
H 3.40260 -0.68056 -0.76947 0.03
H 3.39954 0.60617 -1.90459 0.04
H 3.68336 -1.00278 -2.52225 0.02
H 0.95786 1.37068 -1.36891 0.08
H 0.58012 0.14759 -0.04842 0.07
H -1.31710 -0.55764 -0.93473 0.10
H -1.20422 0.34439 -2.46274 0.10
H -1.13897 2.40204 -0.47771 0.11
H -2.68092 1.56526 -1.06133 0.11
H -1.61682 1.41678 1.56852 0.06
H -2.86943 0.59033 0.89185 0.06
O -1.56863 -0.97060 6.74338 -0.06
H -1.36484 -1.68710 6.12666 0.04
H -2.27046 -0.48895 6.29910 0.03
```

Its net charge is 0. The value obtained for the HOMO energy is -8.32 eV. As for the structure (SMILES): CSCCCN.O. As for the largest force on an atom: 1.47 eV/Å. The electronic energy comes out at -688.35167 a.u.

***

Below is a cluster of 2 separate species, C4H13NOS in total, with properties calculated with ωB97M-V/def2-TZVPD.

```
20
Properties=species:S:1:pos:R:3:lowdin_charge:R:1
C 1.22542 -0.56601 -1.90871 -0.07
C 0.54449 -0.26987 -0.56737 -0.47
N 0.15513 -1.46738 0.15502 0.02
C -0.69891 0.60243 -0.80001 -0.25
C -1.11934 1.36114 0.45938 -0.57
S -0.09347 2.82103 0.75550 0.70
H 0.49945 -0.93985 -2.64204 0.08
H 1.73494 0.28623 -2.30665 0.07
H 2.02267 -1.31473 -1.81196 0.08
H 1.24596 0.31107 0.03953 0.13
H 0.94117 -2.08685 0.30634 0.09
H -0.52297 -2.00864 -0.37490 0.09
H -1.51183 -0.11358 -0.95751 0.11
H -0.66436 1.18684 -1.70586 0.11
H -1.05435 0.67619 1.30666 0.05
H -2.16695 1.66958 0.35879 0.08
H -1.02964 3.69896 1.13357 -0.16
O 0.49125 -1.15604 3.03423 -0.09
H 0.20821 -0.97904 2.11718 -0.03
H -0.20687 -1.71148 3.40881 0.03
```

Its net charge is 0. The value obtained for the HOMO energy is -8.96 eV. As for the structure (SMILES): C[C@H](N)CCS.O. As for the largest force on an atom: 1.47 eV/Å. The electronic energy comes out at -688.37852 a.u.

***

Below is a cluster of 3 separate species, C4H13NOS2 in total, with properties calculated with ωB97M-V/def2-TZVPD.

```
21
Properties=species:S:1:pos:R:3:lowdin_charge:R:1
S 0.75306 0.69605 2.15877 0.41
S -0.02386 1.57933 -2.35094 0.76
C -0.53000 0.50129 -1.10789 -0.64
C 0.20730 -0.92782 -1.09491 -0.43
C 1.70764 -0.74101 -0.97099 -0.09
N -0.24438 -1.74541 0.00092 -0.05
C -1.49372 -1.51713 0.75254 -0.09
H 1.31390 1.82471 2.61931 -0.25
H -1.60370 0.36017 -1.16293 0.05
H -0.12869 0.99101 -0.18956 0.01
H -0.08190 -1.38586 -2.04061 0.14
H 2.20321 -1.70540 -0.85158 0.09
H 1.99635 -0.10311 -0.13489 0.03
H 2.03581 -0.20846 -1.87105 0.06
H 0.50380 -1.87719 0.66918 0.09
H -1.92480 -2.50640 0.89231 0.08
H -2.18220 -0.95082 0.14439 0.07
H -1.28162 -1.05638 1.71904 0.04
H -0.25084 3.30128 0.25198 0.00
H -0.32051 2.30067 1.44930 -0.15
O -0.65482 3.17049 1.11762 -0.14
```

Its net charge is 0. The value obtained for the HOMO energy is -8.60 eV. As for the largest force on an atom: 1.92 eV/Å. The electronic energy comes out at -1086.38405 a.u.

***

Please write out number 2 again, unchanged.
Below is a cluster of 2 separate species, C4H13NO3 in total, with properties calculated with ωB97M-V/def2-TZVPD.

```
21
Properties=species:S:1:pos:R:3:lowdin_charge:R:1
C -0.81679 -2.30792 0.98822 -0.03
C -0.37871 -1.02098 0.25937 -0.38
O -1.40271 -0.57404 -0.64417 -0.03
C -0.09589 0.09932 1.24147 -0.19
N 0.73321 1.21322 0.77242 -0.04
C 0.10940 2.19430 -0.05856 -0.29
O -0.11406 1.82649 -1.40215 -0.06
H -1.14032 -2.04947 1.99001 0.08
H -0.02882 -3.05440 1.06200 0.08
H -1.63474 -2.75564 0.42264 0.08
H 0.51753 -1.23673 -0.32005 0.13
H -2.16503 -1.07100 -0.53598 0.05
H 0.44534 -0.25631 2.12925 0.12
H -0.99072 0.54576 1.68096 0.13
H 1.61860 0.88705 0.46991 0.09
H -0.84528 2.47880 0.38161 0.12
H 0.75834 3.04839 -0.06601 0.11
H -0.90736 1.29891 -1.53952 0.07
O 2.48522 0.10014 -2.18633 -0.06
H 1.72542 0.26628 -1.61314 -0.02
H 2.12736 0.36786 -3.03194 0.03
```

Its net charge is 0. The value obtained for the HOMO energy is -9.13 eV. As for the structure (SMILES): C[C@@H](O)CNCO.O. As for the largest force on an atom: 2.80 eV/Å. The electronic energy comes out at -440.65715 a.u.

***

Please write out number 10 again, unchanged.
Below is a cluster of 3 separate species, C4H13NOS2 in total, with properties calculated with ωB97M-V/def2-TZVPD.

```
21
Properties=species:S:1:pos:R:3:lowdin_charge:R:1
S 0.75306 0.69605 2.15877 0.41
S -0.02386 1.57933 -2.35094 0.76
C -0.53000 0.50129 -1.10789 -0.64
C 0.20730 -0.92782 -1.09491 -0.43
C 1.70764 -0.74101 -0.97099 -0.09
N -0.24438 -1.74541 0.00092 -0.05
C -1.49372 -1.51713 0.75254 -0.09
H 1.31390 1.82471 2.61931 -0.25
H -1.60370 0.36017 -1.16293 0.05
H -0.12869 0.99101 -0.18956 0.01
H -0.08190 -1.38586 -2.04061 0.14
H 2.20321 -1.70540 -0.85158 0.09
H 1.99635 -0.10311 -0.13489 0.03
H 2.03581 -0.20846 -1.87105 0.06
H 0.50380 -1.87719 0.66918 0.09
H -1.92480 -2.50640 0.89231 0.08
H -2.18220 -0.95082 0.14439 0.07
H -1.28162 -1.05638 1.71904 0.04
H -0.25084 3.30128 0.25198 0.00
H -0.32051 2.30067 1.44930 -0.15
O -0.65482 3.17049 1.11762 -0.14
```

Its net charge is 0. The value obtained for the HOMO energy is -8.60 eV. As for the largest force on an atom: 1.92 eV/Å. The electronic energy comes out at -1086.38405 a.u.